A:
2 unconnected molecules or ions with the total composition C4H5FN2, computed with wB97M-V/def2-TZVPD.

Atoms and positions in Å:
1 H 1.157 2.521 -1.222
2 N 0.060 -0.369 -0.515
3 H -1.760 -1.469 -0.209
4 C 1.239 -0.158 -0.495
5 F 3.190 1.137 -0.338
6 C -0.830 -1.057 0.323
7 C 1.102 3.105 -0.432
8 H -0.256 -1.984 0.622
9 N 1.163 3.687 0.571
10 C 2.523 -0.001 -0.665
11 H -1.267 -0.524 1.327
12 H 3.107 -0.726 -1.087

As for the net charge: 0. The calculation puts the HOMO-LUMO gap at 9.36 eV. The spin multiplicity is 1. Its structure (SMILES) is CN=C=CF.C#N. The LUMO energy comes out at 0.54 eV.

Atom charges from the natural (NBO) analysis, given in e for atoms 1 to 5: H 0.206; N -0.385; H 0.216; C 0.320; F -0.329

---

B:
C4H5FN2 in the gas phase, computed with wB97M-V/def2-TZVPD.

Atoms and positions in Å:
1 F 1.538 0.134 -1.175
2 C -1.155 -0.832 -0.404
3 H 1.886 0.282 0.719
4 N -1.680 0.249 -0.810
5 H -1.622 -1.757 -0.785
6 C 0.117 1.468 0.126
7 H 0.601 -1.876 0.200
8 C 1.002 0.231 0.066
9 H -0.225 -0.842 1.450
10 N -1.129 1.460 -0.232
11 C 0.070 -0.923 0.398
12 H 0.597 2.407 0.448

As for the net charge: 0. The calculation puts the HOMO-LUMO gap at 10.31 eV. The spin multiplicity is 1. Its structure (SMILES) is F[C@H]1C=NN=CC1. The LUMO energy comes out at 0.35 eV.

Atom charges from the natural (NBO) analysis, given in e for atoms 1 to 5: F -0.347; C 0.102; H 0.180; N -0.248; H 0.196

---

C:
C4H5FN2 in the gas phase, computed with wB97M-V/def2-TZVPD.

Atoms and positions in Å:
1 C -0.634 0.883 0.790
2 C -0.175 0.177 -0.259
3 C 0.838 -0.658 0.369
4 H 1.323 -1.036 2.327
5 H -1.461 1.643 0.926
6 N 0.638 -0.625 1.711
7 H -0.906 -0.812 -1.762
8 F -1.060 1.360 -1.975
9 H 1.421 -1.557 -0.029
10 C -0.380 0.191 -1.658
11 N -0.120 0.411 1.991
12 H 0.516 0.023 -2.431

As for the net charge: 0. The calculation puts the HOMO-LUMO gap at 9.79 eV. The spin multiplicity is 1. Its structure (SMILES) is FCc1cn[nH]c1. The LUMO energy comes out at 0.87 eV.

Atom charges from the natural (NBO) analysis, given in e for atoms 1 to 5: C -0.066; C -0.199; C -0.067; H 0.410; H 0.232

---

How far above the most stable structure does each one sit? In hartree: A 0.0662; B 0.0000; C 0.0035.

---

A:
HNO4S in the gas phase, computed with wB97M-V/def2-TZVPD.

Atoms and positions in Å:
1 O 0.411 1.394 -0.175
2 N -0.246 0.375 -0.056
3 O 0.450 -0.848 -0.065
4 H 1.725 0.563 -0.119
5 S -1.883 0.205 0.102
6 O -2.238 -1.154 0.103
7 O 1.780 -0.534 0.210

As for the net charge: 0. The calculation puts the HOMO-LUMO gap (alpha / beta) at 8.29 / 8.12 eV. The spin multiplicity is 1. The LUMO energy (alpha / beta) comes out at -1.13 / -1.26 eV.

Atom charges from the natural (NBO) analysis, given in e for atoms 1 to 5: O -0.416; N 0.091; O -0.096; H 0.466; S 1.229

---

B:
2 unconnected molecules or ions with the total composition HNO4S, computed with wB97M-V/def2-TZVPD.

Atoms and positions in Å:
1 N 2.324 -0.367 2.502
2 O 1.239 -0.844 -0.415
3 H -0.275 0.225 0.100
4 O 2.215 -0.640 -2.847
5 S 2.475 -0.188 -1.433
6 O 3.152 -0.661 1.771
7 O 0.651 0.316 0.124

As for the net charge: 0. The calculation puts the HOMO-LUMO gap (alpha / beta) at 3.86 / 3.79 eV. The spin multiplicity is 1. The LUMO energy (alpha / beta) comes out at -3.11 / -3.16 eV.

Atom charges from the natural (NBO) analysis, given in e for atoms 1 to 5: N 0.315; O -0.462; H 0.468; O -0.831; S 1.088

---

How far above the most stable structure does each one sit? In hartree: A 0.0000; B 0.0422.

---

A:
2 unconnected molecules or ions with the total composition C2H2OS2, computed with wB97M-V/def2-TZVPD.

Atoms and positions in Å:
1 S -1.937 1.042 -0.274
2 H 1.117 -1.955 -0.062
3 H 0.772 2.896 0.089
4 O -0.786 -2.483 0.036
5 S 1.143 1.504 0.270
6 C 0.104 -1.705 -0.010
7 C -0.412 0.702 -0.049

As for the net charge: 0. The calculation puts the HOMO-LUMO gap (alpha / beta) at 7.49 / 7.50 eV. The spin multiplicity is 1. The LUMO energy (alpha / beta) comes out at -0.32 / -0.30 eV.

Atom charges from the natural (NBO) analysis, given in e for atoms 1 to 5: S 0.129; H 0.133; H 0.141; O -0.455; S 0.072

---

B:
C2H2OS2 in the gas phase, computed with wB97M-V/def2-TZVPD.

Atoms and positions in Å:
1 H 0.473 -1.334 1.128
2 S -2.043 -0.847 -0.310
3 O -0.595 1.491 -0.105
4 C -0.636 0.128 -0.038
5 C 0.596 -0.649 0.268
6 S 2.030 -0.505 -0.350
7 H 0.175 1.716 -0.593

As for the net charge: 0. The calculation puts the HOMO-LUMO gap at 7.69 eV. The spin multiplicity is 1. Its structure (SMILES) is OC(=S)C=S. The LUMO energy comes out at -1.61 eV.

Atom charges from the natural (NBO) analysis, given in e for atoms 1 to 5: H 0.234; S -0.019; O -0.645; C 0.214; C -0.416

---

How far above the most stable structure does each one sit? In hartree: A 0.0793; B 0.0000.

---

A:
C2H2OS2 in the gas phase, computed with wB97M-V/def2-TZVPD.

Atoms and positions in Å:
1 H 0.712 0.147 1.512
2 H -0.075 -0.095 -1.543
3 C 0.997 0.022 0.454
4 C -0.333 -0.014 -0.490
5 S -1.708 1.031 -0.056
6 O 2.098 -0.074 0.032
7 S -1.691 -1.016 0.091

As for the net charge: 0. The calculation puts the HOMO-LUMO gap at 8.71 eV. The spin multiplicity is 1. Its structure (SMILES) is O=CC1SS1. The LUMO energy comes out at -0.20 eV.

Atom charges from the natural (NBO) analysis, given in e for atoms 1 to 5: H 0.119; H 0.244; C 0.447; C -0.585; S 0.132

---

B:
C2H2OS2 in the gas phase, computed with wB97M-V/def2-TZVPD.

Atoms and positions in Å:
1 O -0.161 1.304 -0.218
2 S -1.757 -1.161 -0.071
3 C -0.375 0.076 0.277
4 H 0.677 -0.171 -1.454
5 C 0.778 0.260 -0.398
6 H 1.774 0.343 0.075
7 S -0.935 -0.652 1.789

As for the net charge: 0. The calculation puts the HOMO-LUMO gap at 8.38 eV. The spin multiplicity is 1. Its structure (SMILES) is C1OC12SS2. The LUMO energy comes out at -0.19 eV.

Atom charges from the natural (NBO) analysis, given in e for atoms 1 to 5: O -0.437; S 0.022; C 0.010; H 0.194; C -0.134

---

How far above the most stable structure does each one sit? In hartree: A 0.0000; B 0.0586.